Record 1
The following is a quantum chemistry calculation of the molecule C4H6O in a non-equilibrium geometry, from the Open Molecules 2025 dataset.

```
! wB97M-V def2-TZVPD RIJCOSX def2/J DEFGRID3
* xyz 0 1
O 0.737 0.552 -1.152
C -1.188 -0.466 -0.224
C -0.030 -0.019 0.685
C -0.484 0.831 -0.430
C 1.269 -0.169 -0.010
H -0.861 1.845 -0.481
H 2.070 0.372 0.495
H 1.574 -1.196 -0.244
H -0.243 0.190 1.730
H -1.752 -0.726 0.639
H -1.093 -1.215 -1.007
*
```

Properties
**Structure (SMILES)**: C1O[C@H]2C[C@@H]12
**Frontier orbital gap**: 10.73 eV
**Relative energy (zero: lowest compared OMol25 entry of this formula, charge and spin)**: 56.4 kcal per mole
**HOMO energy**: -9.594 eV

=====

Record 2
The following is a quantum chemistry calculation of a structure of composition C4H6O in a non-equilibrium geometry, from the Open Molecules 2025 dataset.

```
! wB97M-V def2-TZVPD RIJCOSX def2/J DEFGRID3
* xyz 0 1
O 1.991 0.286 -0.418
C -0.384 -0.621 -0.445
C -1.142 0.680 -0.497
C -0.183 1.421 0.088
C 0.723 0.244 0.148
H -0.894 -1.301 0.246
H 1.325 -0.556 2.051
H 2.242 -0.659 -0.433
H -0.339 2.323 0.613
H -2.085 0.853 -0.949
H 0.029 -1.232 -1.211
*
```

Properties
**Frontier orbital gap (spin up / spin down)**: 8.94 / 7.76 eV
**Relative energy (zero: lowest compared OMol25 entry of this formula, charge and spin)**: 117.5 kcal per mole
**HOMO energy (spin up / spin down)**: -8.717 / -7.818 eV

=====

Record 3
The following is a quantum chemistry calculation of the molecule C4H6O in a non-equilibrium geometry, from the Open Molecules 2025 dataset.

```
! wB97M-V def2-TZVPD RIJCOSX def2/J DEFGRID3
* xyz 0 1
O -0.522 -0.672 -0.160
C 1.489 0.787 0.068
C -1.136 -0.887 1.035
C 0.821 -0.588 -0.031
C 1.635 0.191 -1.055
H 2.083 0.303 -2.087
H 1.696 1.766 0.489
H -0.733 -1.913 1.418
H -2.295 -0.818 0.919
H 1.219 -1.473 0.689
H -0.847 -0.116 1.857
*
```

Properties
**Structure (SMILES)**: COC1C=C1
**Frontier orbital gap**: 10.69 eV
**Relative energy (zero: lowest compared OMol25 entry of this formula, charge and spin)**: 72.8 kcal per mole
**HOMO energy**: -9.463 eV

=====

Record 4
The following is a quantum chemistry calculation of a structure of composition C4H6O2 in a non-equilibrium geometry, from the Open Molecules 2025 dataset.

```
! wB97M-V def2-TZVPD RIJCOSX def2/J DEFGRID3
* xyz 0 1
O -0.784 1.351 0.317
O 1.025 -1.285 1.142
C -1.267 -0.056 0.268
C 1.122 -0.017 0.863
C 0.402 0.781 -0.210
C -0.444 -0.226 -0.995
H -0.033 -1.195 -1.302
H 2.043 0.401 1.271
H -2.357 -0.134 0.266
H 1.072 1.515 -0.678
H 0.068 -1.462 0.912
H -0.846 0.326 -1.854
*
```

Properties
**Frontier orbital gap (spin up / spin down)**: 6.30 / 9.63 eV
**Relative energy (zero: lowest compared OMol25 entry of this formula, charge and spin)**: 141.3 kcal per mole
**HOMO energy (spin up / spin down)**: -7.058 / -8.769 eV

=====

Look up the relative energy (zero: lowest compared OMol25 entry of this formula, charge and spin) of the first one.
56.4 kcal per mole

=====

Among the records above, which one has the lowest relative energy (zero: lowest compared OMol25 entry of this formula, charge and spin)?
number 1

=====

relative energy (zero: lowest compared OMol25 entry of this formula, charge and spin) of number 1 (C4H6O)?
56.4 kcal per mole

=====

What is the relative energy (zero: lowest compared OMol25 entry of this formula, charge and spin) in the second record?
117.5 kcal per mole